No. 1
Computed, not measured: a cluster of 10 separate species, C29H39BrFN4O29S in total in a non-equilibrium geometry, with the ωB97M-V functional and the def2-TZVPD basis.

Summary:
- ΔE to the lowest compared entry with this formula, charge and spin: 0.00 kcal/mol
- 2S+1: 1
- LUMO energy: -4.272 eV
- Total energy: -6601.3121 Eh
- Frontier orbital gap: 7.700 eV
- HOMO: -11.97 eV
- Total charge: +1

Element x y z (Å)
N1 8.48324 0.96091 -0.02460
C1 7.24858 1.32835 0.28194
N2 6.89965 2.47228 0.86240
C2 5.60478 2.45271 1.01148
N3 5.07914 1.29878 0.55162
S1 3.40703 0.98642 0.61710
O1 3.15962 0.95145 2.00659
O2 2.73779 1.88168 -0.21863
F1 3.32669 -0.42331 0.10392
N4 6.15423 0.57705 0.03785
Br1 6.03644 -1.05629 -0.76663
H1 8.70824 -0.00024 -0.19237
H2 9.21779 1.64185 -0.00263
H3 5.06619 3.28995 1.44850
C3 -0.50792 0.18586 1.07338
C4 -0.44947 1.59509 0.51653
O3 -1.81574 2.01016 0.59004
C5 -2.44175 1.27789 1.53188
O4 -3.53033 1.47871 1.94910
O5 -1.63657 0.26608 1.95565
H4 0.38590 -0.10106 1.62268
H5 -0.71458 -0.56049 0.30383
H6 0.15735 2.25922 1.13570
H7 -0.09788 1.64078 -0.50168
C6 7.10821 7.29124 3.47129
C7 6.79341 6.12950 4.39939
O6 5.76397 5.44194 3.66019
C8 5.89844 5.74764 2.37005
O7 5.30892 5.19801 1.47973
O8 6.77079 6.73940 2.18317
H8 8.14931 7.59598 3.48558
H9 6.47369 8.15890 3.64996
H10 7.63167 5.44611 4.53421
H11 6.41605 6.43390 5.37016
C9 0.17457 0.16822 -4.72859
C10 -0.51557 0.46411 -3.41934
O9 0.16686 -0.44391 -2.52165
C11 1.37900 -0.72492 -3.03837
O10 2.24496 -1.28739 -2.43456
O11 1.48202 -0.27575 -4.29293
H12 0.26312 1.03609 -5.37315
H13 -0.30699 -0.64295 -5.27399
H14 -0.34890 1.48382 -3.07199
H15 -1.58052 0.25749 -3.43751
C12 -3.21378 -2.65166 1.76986
C13 -4.07441 -2.59384 3.00188
O12 -4.40820 -3.97060 3.20580
C14 -3.45497 -4.73447 2.61203
O13 -3.33645 -5.90362 2.75207
O14 -2.63909 -3.96142 1.84449
H16 -2.44203 -1.89160 1.75844
H17 -3.81864 -2.57626 0.86592
H18 -3.53313 -2.22457 3.87504
H19 -4.95804 -1.98711 2.83615
C15 -5.05364 -2.16917 -1.95750
C16 -4.69733 -3.36422 -2.81436
O15 -4.25979 -2.74197 -4.03857
C17 -3.86097 -1.50019 -3.76207
O16 -3.26677 -0.81193 -4.54168
O17 -4.18336 -1.14489 -2.50049
H20 -4.86287 -2.33283 -0.90433
H21 -6.08772 -1.84907 -2.07985
H22 -3.87500 -3.93285 -2.39286
H23 -5.53279 -4.03076 -3.00202
C18 -0.44272 -7.12924 -1.21963
C19 -0.21572 -5.81771 -1.95242
O18 -1.55681 -5.35559 -2.15354
C20 -2.35289 -5.92888 -1.21769
O19 -3.48172 -5.61814 -1.02329
O20 -1.68674 -6.88845 -0.55226
H24 0.32970 -7.36501 -0.49398
H25 -0.56877 -7.97165 -1.90063
H26 0.31857 -5.08545 -1.34486
H27 0.28900 -5.93035 -2.90731
C21 -3.23853 1.82665 -6.65290
C22 -3.16418 2.09229 -8.14580
O21 -2.16903 3.12509 -8.22241
C23 -1.38669 3.05096 -7.12751
O22 -0.37140 3.64340 -6.96654
O23 -1.91510 2.18953 -6.22718
H28 -3.44342 0.79188 -6.39432
H29 -3.95529 2.47421 -6.14697
H30 -2.80990 1.22658 -8.70664
H31 -4.09863 2.44116 -8.57420
C24 -8.56002 0.41593 2.95946
C25 -8.36764 -0.84601 3.78298
O24 -7.89234 -1.77387 2.79723
C26 -7.33795 -1.07550 1.78581
O25 -6.70509 -1.56379 0.90338
O26 -7.59286 0.23967 1.91484
H32 -8.35678 1.33147 3.50606
H33 -9.55194 0.47439 2.51020
H34 -7.60249 -0.73117 4.55178
H35 -9.28111 -1.21734 4.23678
C27 5.62953 0.34724 5.58330
C28 5.04779 1.18364 4.45623
O27 6.01775 2.22896 4.32682
C29 7.20081 1.78605 4.81186
O28 8.23135 2.35874 4.67678
O29 7.03743 0.60715 5.44460
H36 5.43448 -0.71632 5.48679
H37 5.30371 0.68428 6.56725
H38 5.00412 0.63893 3.51844
H39 4.06901 1.59800 4.67631

Atoms 1-2, force components in eV/Å:
N -0.336 -0.108 -0.041
C 0.027 -0.423 -0.173

Löwdin atomic charge list, values in e, 4 entries: 0.23, -0.43, 0.22, -0.07

=====

No. 2
Computed, not measured: a cluster of 2 separate species, C6H14N2O2 in total in a non-equilibrium geometry, with the ωB97M-V functional and the def2-TZVPD basis.

Summary:
- ΔE to the lowest compared entry with this formula, charge and spin: 18.14 kcal/mol
- 2S+1: 1
- SMILES string: CNC(C)=O.CNC(C)=O
- LUMO energy: 0.537 eV
- Total energy: -497.0286 Eh
- Frontier orbital gap: 10.160 eV
- HOMO: -9.62 eV

Element x y z (Å)
C1 -2.78260 -1.14018 -0.58371
N1 -1.34979 -1.50498 -0.51535
C2 -0.76231 -1.81582 0.66437
C3 0.61571 -2.41305 0.53556
O1 -1.26617 -1.60146 1.74588
H1 -2.97347 -0.15676 -0.16917
H2 -3.06270 -1.34085 -1.60562
H3 -3.32358 -1.86337 0.02075
H4 -0.85142 -1.54871 -1.38366
H5 1.29918 -1.71273 1.01828
H6 0.68865 -3.20838 1.28170
H7 0.92613 -2.80704 -0.41305
C4 0.14355 2.33901 -1.59376
N2 0.57248 1.53713 -0.45336
C5 1.49442 2.04861 0.41499
C6 2.01050 1.10999 1.46947
O2 1.94908 3.16688 0.25344
H8 -0.58250 1.74785 -2.14017
H9 -0.31156 3.25259 -1.26635
H10 0.97451 2.51513 -2.26138
H11 -0.01433 0.76671 -0.18063
H12 2.55283 0.28521 1.00891
H13 2.78730 1.65034 2.01346
H14 1.26609 0.69388 2.13939

Atoms 1-2, force components in eV/Å:
C 1.104 -1.056 0.495
N -1.247 0.525 -0.006

natural (NBO) atomic charge list, values in e, 4 entries: -0.42, -0.63, 0.67, -0.73

=====

No. 3
Computed, not measured: an isolated molecule of C19H20N2O4S in a non-equilibrium geometry, with the ωB97M-V functional and the def2-TZVPD basis.

Summary:
- ΔE to the lowest compared entry with this formula, charge and spin: 63.22 kcal/mol
- 2S+1: 1
- SMILES string: C=CCN(CC=C)C(=O)C(=O)c1ccn(-c2c(C)csc2C(=O)OC)c1
- LUMO energy: 0.085 eV
- Total energy: -1544.6363 Eh
- Frontier orbital gap: 8.796 eV
- HOMO: -8.71 eV

Element x y z (Å)
C1 -2.68252 -3.52681 -2.04996
C2 -2.24218 -2.28490 -1.98262
C3 -2.12322 -1.36242 -3.16144
N1 -0.86105 -0.64812 -3.17859
C4 0.23816 -1.25148 -3.91942
C5 0.75117 -2.48482 -3.23491
C6 1.91674 -2.54087 -2.61948
C7 -0.59896 0.42245 -2.39942
O1 0.49577 0.95870 -2.35351
C8 -1.76616 0.95987 -1.56477
O2 -2.82232 1.28839 -2.07256
C9 -1.48426 1.04587 -0.14710
C10 -2.43241 1.34406 0.87580
C11 -1.77003 1.29234 2.06029
N2 -0.45233 0.99356 1.81373
C12 0.54884 0.87360 2.77910
C13 0.48728 -0.04070 3.86764
C14 -0.67332 -0.93803 4.14215
C15 1.62857 0.00496 4.61214
S1 2.78637 1.12451 4.02473
C16 1.73135 1.58225 2.73912
C17 2.09045 2.67121 1.82779
O3 1.31407 3.25851 1.11871
O4 3.39897 2.95551 1.91312
C18 3.85194 4.01865 1.08780
C19 -0.27168 0.84123 0.48473
H1 -2.77458 -4.14878 -1.17628
H2 -2.98135 -3.97199 -2.98529
H3 -1.94724 -1.84986 -1.03613
H4 -2.21140 -1.92490 -4.09411
H5 -2.93929 -0.63387 -3.12757
H6 1.02714 -0.49876 -3.97865
H7 -0.11550 -1.49171 -4.92767
H8 0.08728 -3.33907 -3.24136
H9 2.25686 -3.43211 -2.11916
H10 2.58061 -1.69252 -2.59625
H11 -3.46907 1.55890 0.71494
H12 -2.11407 1.47189 3.05920
H13 -1.12782 -1.26746 3.21012
H14 -0.35256 -1.80657 4.71115
H15 -1.43253 -0.41415 4.72235
H16 1.85573 -0.57934 5.48193
H17 3.57332 3.83350 0.04849
H18 4.93244 4.04923 1.19954
H19 3.40533 4.96222 1.40809
H20 0.68745 0.61784 0.06357

Atoms 1-2, force components in eV/Å:
C -0.052 -0.079 0.090
C -0.006 0.032 -0.135

natural (NBO) atomic charge list, values in e, 4 entries: -0.39, -0.18, -0.28, -0.41

=====

- Which of these has the lowest LUMO energy?
  C29H39BrFN4O29S

=====

- Which of these has the highest ΔE to the lowest compared entry with this formula, charge and spin?
  C19H20N2O4S